{
  "formula": "C5H12N2O",
  "method": "ωB97M-V with the def2-TZVPD basis set",
  "e_tot_ha": -382.37573,
  "lumo_ha": 0.0329,
  "smiles": "C/C=N\\[C@@](C)(O)NC",
  "homo_lumo_gap_ev": 9.21,
  "de_lowest_kj_mol": 332.9,
  "homo_ev": -8.312,
  "elements": ["H", "H", "H", "H", "H", "H", "N", "C", "C", "C", "C", "H", "C", "H", "H", "N", "O", "H", "H", "H"],
  "positions_angstrom": [[-0.5854, 0.8967, -1.2656], [-0.9088, -2.6164, -0.5894], [-0.0083, -1.5212, -1.6444], [1.8201, 0.4346, 1.5878], [2.6954, 0.8733, -0.6061], [1.6707, -0.3595, -1.3669], [0.3335, -0.8641, 1.1213], [2.2063, -0.0921, -0.4593], [-0.9230, 1.8824, 0.4923], [-0.8627, -1.6004, -0.9766], [1.2977, -0.0435, 0.7464], [-0.5852, 1.7880, 1.5238], [-0.7390, -0.6471, 0.2141], [-2.0158, 1.8924, 0.4860], [-1.7768, -1.3908, -1.5328], [-0.3660, 0.7731, -0.2779], [-1.9652, -0.6829, 0.8996], [2.9885, -0.8288, -0.2616], [-0.5573, 2.8206, 0.0746], [-1.7188, -0.7144, 1.8348]],
  "forces_ev_per_angstrom": [[-0.15, -0.03, 0.12], [-0.03, 0.00, -0.01], [0.03, 0.00, -0.01], [0.22, -0.13, 0.07], [-0.05, -0.02, -0.01], [0.21, -0.08, -0.03], [0.47, 1.77, 0.35], [-0.67, 0.52, -0.39], [-0.23, -0.28, -0.04], [-0.14, 0.26, 0.13], [1.08, -2.05, 1.43], [-0.03, 0.10, 0.04], [0.16, 0.23, -1.35], [0.01, 0.03, 0.06], [-0.02, -0.05, -0.01], [-1.07, -0.28, -0.54], [0.25, 0.00, 0.02], [-0.07, -0.04, 0.13], [0.05, -0.03, 0.05], [-0.01, 0.07, -0.02]]
}